Computed, not measured: a 7-piece molecular cluster, C21H63O28P7 overall in a non-equilibrium geometry, with ωB97M-V with the def2-TZVPD basis set.

## Properties
- calculated total energy (Ha) = -5334.7994
- lowest unoccupied orbital energy (hartree) = 0.014

Element x y z (Å)
C (1.7051, -4.9565, 5.3040)
O (2.0558, -3.7753, 4.5642)
P (1.1705, -2.4613, 4.7386)
O (0.6173, -2.2263, 6.0788)
O (2.1234, -1.2877, 4.2320)
C (2.8938, -0.5860, 5.1950)
O (0.1200, -2.5532, 3.5692)
C (-1.0907, -3.3174, 3.7191)
H (1.0887, -4.7430, 6.1761)
H (2.6323, -5.4223, 5.6258)
H (1.1597, -5.6196, 4.6318)
H (2.2445, 0.0702, 5.7818)
H (3.5366, 0.1337, 4.6845)
H (3.4813, -1.2406, 5.8320)
H (-1.1994, -3.6963, 4.7345)
H (-1.1091, -4.1232, 2.9871)
H (-1.9035, -2.6143, 3.5349)
C (-0.1814, 1.5674, -1.7456)
O (-0.9053, 0.9454, -0.6804)
P (-0.5366, -0.5079, -0.1482)
O (-0.3992, -1.5750, -1.1405)
O (-1.6725, -0.7370, 0.9316)
C (-2.9153, -1.3726, 0.6205)
O (0.7859, -0.3239, 0.6920)
C (0.8496, 0.6002, 1.7681)
H (-0.1274, 0.8948, -2.6040)
H (0.8401, 1.8526, -1.4971)
H (-0.7933, 2.4289, -2.0034)
H (-2.8853, -2.4052, 0.9634)
H (-3.1437, -1.2820, -0.4399)
H (-3.6827, -0.8428, 1.1791)
H (-0.0838, 1.1306, 1.9795)
H (1.5402, 1.4237, 1.6008)
H (1.1476, 0.0784, 2.6741)
C (0.8813, 2.8642, -5.4882)
O (-0.0530, 2.4093, -6.4694)
P (-1.5778, 2.8197, -6.4437)
O (-1.8614, 4.2415, -6.2538)
O (-2.2570, 1.8872, -5.3368)
C (-1.9972, 0.4967, -5.2297)
O (-2.1658, 2.1469, -7.7619)
C (-2.3121, 2.8726, -8.9697)
H (1.0789, 2.0195, -4.8299)
H (0.5168, 3.7388, -4.9478)
H (1.8176, 3.1794, -5.9456)
H (-2.9440, -0.0057, -5.0302)
H (-1.3379, 0.2819, -4.3869)
H (-1.5677, 0.0856, -6.1435)
H (-1.9434, 2.2694, -9.8053)
H (-1.8409, 3.8514, -8.9824)
H (-3.3772, 2.9573, -9.2058)
C (3.9807, 5.4373, 3.7886)
O (3.1399, 4.3228, 4.0656)
P (1.7636, 4.1095, 3.2719)
O (0.8790, 5.2753, 3.2695)
O (2.1642, 3.5605, 1.8514)
C (2.5603, 4.4141, 0.7670)
O (1.2092, 2.7771, 3.9559)
C (0.7043, 2.8871, 5.2820)
H (3.4399, 6.2930, 3.3842)
H (4.7891, 5.1483, 3.1154)
H (4.4311, 5.7328, 4.7355)
H (2.6612, 3.8161, -0.1342)
H (3.5388, 4.8383, 0.9977)
H (1.8325, 5.2146, 0.6512)
H (0.4218, 3.9191, 5.5122)
H (1.4677, 2.5775, 5.9963)
H (-0.2017, 2.3054, 5.4420)
C (-7.3834, 2.5354, 1.9257)
O (-7.2294, 2.0085, 0.5866)
P (-5.7694, 2.2046, -0.0444)
O (-5.3507, 3.6139, -0.1591)
O (-4.7830, 1.3110, 0.8304)
C (-3.9457, 1.9623, 1.8291)
O (-5.9231, 1.3857, -1.3794)
C (-4.7703, 1.1828, -2.2014)
H (-7.0328, 3.5676, 1.9223)
H (-6.8499, 1.8892, 2.6189)
H (-8.4510, 2.5359, 2.1213)
H (-4.3690, 2.9180, 2.1267)
H (-2.9347, 2.0688, 1.4475)
H (-3.9974, 1.2852, 2.6829)
H (-4.7702, 0.1456, -2.5410)
H (-3.7938, 1.3891, -1.7666)
H (-4.9270, 1.7875, -3.0953)
C (0.0639, -8.7541, -0.0519)
O (0.9078, -7.6003, 0.0372)
P (0.1733, -6.2467, 0.3614)
O (-0.7004, -6.1983, 1.5559)
O (-0.6074, -5.8901, -0.9771)
C (-1.6064, -4.8697, -1.0585)
O (1.4173, -5.2637, 0.4403)
C (1.1788, -3.8848, 0.7481)
H (-0.6865, -8.7481, 0.7389)
H (0.6844, -9.6265, 0.1598)
H (-0.3595, -8.8903, -1.0438)
H (-1.1528, -3.9921, -1.5284)
H (-1.9019, -4.5731, -0.0508)
H (-2.4369, -5.1994, -1.6756)
H (1.8383, -3.5785, 1.5550)
H (0.1422, -3.7271, 1.0450)
H (1.3721, -3.3080, -0.1541)
C (6.1983, 0.2372, -2.5539)
O (4.8289, -0.1478, -2.7974)
P (3.6478, 0.8682, -2.4772)
O (3.9574, 2.2842, -2.6537)
O (2.4619, 0.3266, -3.3815)
C (2.1721, -1.0659, -3.5136)
O (3.1246, 0.4545, -1.0332)
C (3.9772, 0.6330, 0.0966)
H (6.6685, -0.6512, -2.1391)
H (6.3281, 1.0909, -1.8934)
H (6.6420, 0.4839, -3.5171)
H (2.5392, -1.4418, -4.4678)
H (1.0881, -1.1884, -3.4946)
H (2.5713, -1.6406, -2.6786)
H (4.8337, 1.2600, -0.1554)
H (4.2804, -0.3190, 0.5260)
H (3.4307, 1.1746, 0.8674)

Mulliken atomic charge list, values in e, 99 entries: C -0.753; O -0.307; P 0.406; O -0.800; O -0.051; C -0.937; O 0.524; C -0.637; H 0.356; H 0.252; H 0.237; H 0.292; H 0.286; H 0.376; H 0.442; H 0.245; H 0.061; C 0.111; O -0.216; P 0.818; O -0.775; O -0.060; C -0.812; O 0.495; C -0.133; H -0.416; H -0.166; H 0.396; H 0.204; H 0.335; H 0.241; H 0.262; H -0.308; H -0.016; C -0.583; O -0.287; P 0.764; O -0.727; O 0.026; C -0.361; O -0.353; C -0.730; H 0.148; H 0.353; H 0.313; H 0.303; H -0.037; H 0.356; H 0.275; H 0.327; H 0.258; C -0.801; O -0.304; P 0.419; O -0.718; O 0.223; C -0.788; O 0.172; C -0.960; H 0.375; H 0.263; H 0.267; H 0.190; H 0.296; H 0.361; H 0.390; H 0.288; H 0.294; C -0.620; O -0.382; P 0.894; O -0.670; O -0.094; C -0.620; O -0.402; C -0.560; H 0.323; H 0.216; H 0.263; H 0.507; H 0.027; H 0.311; H 0.315; H 0.182; H 0.316; C -0.722; O -0.340; P 1.089; O -0.696; O -0.403; C -0.289; O -0.486; C 0.087; H 0.319; H 0.252; H 0.265; H 0.071; H 0.181; H 0.360

=====

Computed, not measured: a 4-piece molecular cluster, C21H65N10O8P5S overall in a non-equilibrium geometry, with ωB97M-V with the def2-TZVPD basis set.

## Properties
- calculated total energy (Ha) = -4093.1843
- lowest unoccupied orbital energy (hartree) = -0.057

Element x y z (Å)
C (-4.2563, -7.4461, 3.6395)
C (-3.2440, -8.0682, 4.7998)
S (-1.8663, -8.9728, 3.8815)
C (-0.2849, -8.0368, 4.4056)
O (0.8491, -8.3165, 3.4787)
P (1.8608, -6.9111, 3.2901)
O (3.1641, -7.1782, 2.3862)
O (2.5089, -6.5651, 4.9077)
O (1.0317, -5.4643, 2.7901)
P (0.2118, -5.6572, 1.2669)
N (-1.5257, -5.2882, 1.6569)
O (0.2352, -7.2967, 0.6819)
H (-4.4440, -8.2023, 2.7637)
H (-5.3038, -7.0945, 4.0906)
H (-3.6917, -6.5246, 3.1796)
H (-2.7762, -7.1815, 5.4091)
H (-3.9174, -8.7717, 5.4650)
H (-0.4883, -6.8638, 4.4844)
H (-0.0086, -8.5076, 5.4662)
H (1.9518, -5.8244, 5.3375)
H (-1.5196, -4.2431, 1.8582)
H (-1.6326, -5.7123, 2.6273)
H (1.1601, -7.5620, 0.3379)
O (-1.3806, -1.9309, 2.4869)
P (-0.7715, -1.0379, 3.5954)
N (-1.8282, 0.2419, 3.1777)
C (-1.5523, 1.6391, 2.9224)
C (-3.2195, 0.0508, 3.5898)
N (0.7187, -0.9147, 2.7005)
C (1.0191, 0.1855, 1.7929)
C (1.1046, -2.1498, 1.9779)
N (-0.0712, -0.0112, 4.8698)
C (-0.9159, 0.3114, 6.0164)
C (1.1825, 0.7171, 4.8910)
H (-1.1788, 2.1751, 3.7984)
H (-2.4470, 2.1814, 2.5880)
H (-0.8577, 1.7864, 2.0958)
H (-3.3429, 0.2177, 4.6632)
H (-3.5587, -0.9664, 3.3706)
H (-3.9092, 0.7155, 3.0620)
H (0.3019, 0.2415, 0.9601)
H (2.0242, 0.0795, 1.3604)
H (1.0555, 1.1483, 2.3025)
H (0.5474, -2.2648, 1.0411)
H (0.9305, -3.0377, 2.5951)
H (2.1724, -2.1427, 1.7273)
H (-1.5094, 1.2118, 5.8351)
H (-0.3351, 0.4808, 6.9292)
H (-1.5965, -0.5163, 6.2332)
H (1.0897, 1.6883, 4.3978)
H (2.0089, 0.1571, 4.4454)
H (1.5186, 0.9181, 5.9156)
O (-3.5915, 1.2826, -4.2960)
P (-2.9503, 0.1882, -3.4081)
N (-1.6191, 1.2093, -3.0700)
C (-0.1975, 0.9496, -3.1408)
C (-1.9043, 2.3063, -2.1441)
N (-2.6278, -0.7880, -4.8151)
C (-1.3572, -0.7686, -5.5291)
C (-3.6777, -0.7254, -5.8594)
N (-2.2132, -1.0700, -2.3872)
C (-2.1487, -0.8205, -0.9499)
C (-1.4964, -2.2719, -2.7671)
H (0.1425, 0.1964, -2.4257)
H (0.3966, 1.8520, -2.9434)
H (0.1278, 0.6602, -4.1398)
H (-1.9709, 1.9493, -1.1128)
H (-2.8541, 2.7916, -2.3895)
H (-1.1479, 3.0952, -2.1814)
H (-1.1307, 0.2259, -5.9422)
H (-1.3609, -1.4833, -6.3644)
H (-0.5248, -1.0989, -4.9079)
H (-3.5948, 0.1834, -6.4664)
H (-4.6779, -0.7539, -5.4141)
H (-3.6091, -1.5832, -6.5394)
H (-1.2349, -0.2851, -0.6776)
H (-2.1730, -1.7450, -0.3635)
H (-3.0088, -0.2279, -0.6270)
H (-0.4431, -2.0622, -2.9717)
H (-1.9422, -2.7813, -3.6256)
H (-1.5156, -3.0257, -1.9706)
O (1.4571, 4.0001, -2.2081)
P (2.2910, 4.9484, -3.1040)
N (3.7232, 4.5087, -2.2766)
C (4.7629, 5.3335, -1.7002)
C (4.2308, 3.1726, -2.5919)
N (1.5534, 6.3358, -2.3507)
C (2.1470, 7.0457, -1.2246)
C (0.1226, 6.1592, -2.0065)
N (3.2497, 6.0386, -4.1339)
C (4.1839, 5.4286, -5.0760)
C (3.3845, 7.4815, -4.0857)
H (5.3173, 5.9144, -2.4415)
H (5.5079, 4.7372, -1.1564)
H (4.3866, 6.0086, -0.9321)
H (4.7172, 3.1527, -3.5708)
H (3.4201, 2.4375, -2.6087)
H (4.9474, 2.8094, -1.8499)
H (2.2604, 6.3986, -0.3418)
H (1.5306, 7.9068, -0.9294)
H (3.1113, 7.4890, -1.4727)
H (-0.0061, 5.5844, -1.0822)
H (-0.4153, 5.6460, -2.8108)
H (-0.3710, 7.1281, -1.8633)
H (5.1614, 5.2582, -4.6164)
H (4.3442, 6.0469, -5.9656)
H (3.7950, 4.4709, -5.4323)
H (4.1368, 7.7893, -3.3546)
H (2.4403, 7.9916, -3.8771)
H (3.7016, 7.8928, -5.0519)

Mulliken atomic charge list, values in e, 99 entries: C -0.687; C -0.435; S -0.085; C -0.224; O -0.233; P 0.614; O -0.644; O -0.528; O 0.067; P 0.223; N -0.603; O -0.448; H 0.268; H 0.291; H 0.095; H 0.251; H 0.315; H 0.126; H 0.335; H 0.330; H 0.438; H 0.178; H 0.374; O -0.882; P 0.868; N 0.351; C -0.872; C -1.095; N 0.139; C -0.480; C -0.780; N 0.033; C -1.032; C -0.912; H 0.187; H 0.431; H 0.116; H 0.292; H 0.255; H 0.405; H -0.356; H 0.428; H 0.302; H 0.297; H 0.110; H 0.336; H 0.296; H 0.384; H 0.289; H 0.284; H 0.295; H 0.356; O -0.782; P 0.712; N 0.206; C -0.283; C -0.582; N 0.167; C -1.190; C -1.068; N 0.197; C -1.141; C -0.871; H 0.109; H 0.024; H 0.121; H 0.229; H 0.329; H -0.038; H 0.327; H 0.406; H 0.330; H 0.337; H 0.339; H 0.319; H 0.057; H 0.548; H 0.260; H 0.307; H 0.270; H 0.347; O -0.878; P 0.860; N 0.243; C -0.871; C -0.939; N 0.144; C -1.136; C -1.070; N 0.005; C -1.050; C -0.911; H 0.239; H 0.394; H 0.190; H 0.290; H 0.148; H 0.401; H 0.288

=====

Here are the calculated HOMO level numbers, same order: -10.32, -7.38 (eV).